The following is a quantum chemistry calculation of 11 unconnected molecules or ions with the total composition H22O11, from the OMol25 dataset.

Its net charge is 0. The orbital gap comes out at 9.69 eV. The calculation puts the energy at -22878.60460 eV. The value obtained for the energy above the lowest of the compared OMol25 structures with the same formula, charge and spin is 280.7 kJ/mol. The largest force on an atom comes out at 0.69 eV Å⁻¹.

Bonds (Å) are listed after each position.
CARTESIAN COORDINATES (ANGSTROEM)
1 H 0.4402 -0.6239 -0.0462  O23 0.964
2 H -0.5822 -0.9136 1.0405  O23 0.964
3 H -0.2521 4.3545 -0.4351  O24 0.964
4 H 0.0546 3.2739 0.5888  O24 0.964
5 H -0.2263 -3.7048 -0.5841  O25 0.964
6 H 0.1065 -3.3340 -2.0200  O25 0.964
7 H 1.8238 -0.3808 2.1659  O26 0.964
8 H 2.9730 0.4970 1.6980  O26 0.964
9 H -4.7186 -2.7296 -0.8508  O27 0.964
10 H -4.8593 -1.7878 0.3338  O27 0.964
11 H -2.1106 0.7248 -3.5108  O28 0.964
12 H -1.7213 -0.3670 -4.4939  O28 0.964
13 H 3.3116 -0.4956 -1.6693  O29 0.964
14 H 2.8272 0.9253 -1.9070  O29 0.964
15 H 2.6725 2.8572 0.6459  O30 0.964
16 H 2.3465 4.3050 0.3181  O30 0.964
17 H -2.9934 -1.2201 5.1057  O31 0.964
18 H -1.5616 -1.2874 4.6003  O31 0.964
19 H 4.4560 -2.3854 0.8549  O32 0.964
20 H 4.6831 -1.8213 -0.5380  O32 0.964
21 H -2.8415 2.5366 0.5243  O33 0.964
22 H -2.5733 1.2763 -0.2819  O33 0.964
23 O -0.4607 -0.9406 0.0847  H1 0.964, H2 0.964
24 O -0.6785 3.7502 0.1830  H3 0.964, H4 0.964
25 O 0.3977 -3.1940 -1.1119  H5 0.964, H6 0.964
26 O 2.0145 0.4089 1.6473  H7 0.964, H8 0.964
27 O -4.3673 -1.9095 -0.4861  H9 0.964, H10 0.964
28 O -2.4847 0.0183 -4.0492  H11 0.964, H12 0.964
29 O 2.7023 0.0191 -2.2106  H13 0.964, H14 0.964
30 O 2.0482 3.4032 0.1548  H15 0.964, H16 0.964
31 O -2.4685 -1.1606 4.2995  H17 0.964, H18 0.964
32 O 5.1547 -2.1698 0.2269  H19 0.964, H20 0.964
33 O -3.1125 2.0753 -0.2774  H21 0.964, H22 0.964

Quick look at the Löwdin charges, all values in e: atom 1 (H): 0.009, atom 2 (H): 0.028, atom 3 (H): 0.032, atom 4 (H): 0.005, atom 5 (H): 0.035, atom 6 (H): 0.037, atom 7 (H): 0.044, atom 8 (H): 0.038, atom 9 (H): 0.028, atom 10 (H): 0.031, atom 11 (H): 0.033, atom 12 (H): 0.028, atom 13 (H): 0.010, atom 14 (H): 0.033, atom 15 (H): 0.035, atom 16 (H): 0.058, atom 17 (H): 0.034, atom 18 (H): 0.028, atom 19 (H): 0.034, atom 20 (H): 0.016, atom 21 (H): 0.015, atom 22 (H): 0.018, atom 23 (O): -0.059, atom 24 (O): -0.066, atom 25 (O): -0.069, atom 26 (O): -0.047, atom 27 (O): -0.057, atom 28 (O): -0.061, atom 29 (O): -0.041, atom 30 (O): -0.048, atom 31 (O): -0.061, atom 32 (O): -0.048, atom 33 (O): -0.071